Formula: C26H26Cl2NO4
Source: OMol25
Level of theory: ωB97M-V with the def2-TZVPD basis set

Last columns: bonded neighbours and bond lengths (Å).
Cartesian coordinates (Å):
1 H 2.251 0.080 -0.028  C2 1.153
2 C 3.280 0.495 -0.342  H1 1.153, H3 1.103, C4 1.500, C13 1.498
3 H 3.400 1.515 0.061  C2 1.103
4 C 4.454 -0.270 0.195  C2 1.500, C5 1.495, C10 1.352
5 C 4.667 -0.395 1.669  C4 1.495, O6 1.217, O7 1.344
6 O 5.543 -1.052 2.201  C5 1.217
7 O 3.749 0.305 2.356  C5 1.344, C8 1.447
8 C 3.936 0.135 3.781  O7 1.447, C9 1.504, H19 1.096, H20 1.096
9 C 2.856 0.931 4.462  C8 1.504, H21 1.088, H22 1.091, H23 1.091
10 C 5.381 -0.878 -0.580  C4 1.352, N11 1.370, H24 1.104
11 N 5.343 -0.762 -1.945  C10 1.370, C12 1.371, H25 1.022
12 C 4.386 0.008 -2.553  N11 1.371, C13 1.353, H26 1.104
13 C 3.437 0.639 -1.825  C2 1.498, C12 1.353, C14 1.494
14 C 2.505 1.516 -2.596  C13 1.494, O15 1.217, O16 1.344
15 O 2.496 1.645 -3.806  C14 1.217
16 O 1.646 2.150 -1.779  C14 1.344, C17 1.446
17 C 0.715 2.957 -2.537  O16 1.446, C18 1.504, H27 1.096, H28 1.095
18 C -0.221 3.600 -1.550  C17 1.504, H29 1.089, H30 1.093, H31 1.092
19 H 3.854 -0.932 4.015  C8 1.096
20 H 4.933 0.498 4.054  C8 1.096
21 H 2.941 0.818 5.540  C9 1.088
22 H 2.947 1.992 4.223  C9 1.091
23 H 1.868 0.580 4.159  C9 1.091
24 H 6.215 -1.487 -0.189  C10 1.104
25 H 6.054 -1.227 -2.512  N11 1.022
26 H 4.466 0.067 -3.653  C12 1.104
27 H 1.279 3.706 -3.103  C17 1.096
28 H 0.176 2.302 -3.230  C17 1.095
29 H -0.939 4.223 -2.081  C18 1.089
30 H -0.777 2.844 -0.989  C18 1.093
31 H 0.329 4.235 -0.852  C18 1.092
32 Cl -7.725 3.053 -2.672  C33 1.704
33 C -6.381 2.375 -1.873  Cl32 1.704, C34 1.405, C48 1.405
34 C -5.591 3.174 -1.028  C33 1.405, C35 1.387, H49 1.087
35 C -4.522 2.609 -0.348  C34 1.387, C36 1.426, H50 1.094
36 C -4.203 1.226 -0.485  C35 1.426, C37 1.438, C47 1.426
37 C -3.173 0.630 0.322  C36 1.438, C38 1.394, H51 1.094
38 C -2.633 -0.641 0.126  C37 1.394, C39 1.400, H52 1.098
39 C -1.866 -1.328 1.074  C38 1.400, C40 1.448, H53 1.091
40 C -1.740 -2.770 1.018  C39 1.448, C41 1.425, C46 1.422
41 C -1.679 -3.577 2.191  C40 1.425, C42 1.391, H54 1.093
42 C -1.515 -4.956 2.117  C41 1.391, C43 1.406, H55 1.089
43 C -1.426 -5.586 0.863  C42 1.406, Cl44 1.707, C45 1.405
44 Cl -1.185 -7.272 0.760  C43 1.707
45 C -1.555 -4.826 -0.312  C43 1.405, C46 1.394, H56 1.087
46 C -1.739 -3.446 -0.232  C40 1.422, C45 1.394, H57 1.090
47 C -4.993 0.453 -1.386  C36 1.426, C48 1.391, H58 1.094
48 C -6.070 1.018 -2.060  C33 1.405, C47 1.391, H59 1.088
49 H -5.836 4.226 -0.906  C34 1.087
50 H -3.928 3.214 0.345  C35 1.094
51 H -2.778 1.243 1.139  C37 1.094
52 H -2.885 -1.145 -0.816  C38 1.098
53 H -1.751 -0.867 2.056  C39 1.091
54 H -1.752 -3.093 3.169  C41 1.093
55 H -1.438 -5.565 3.016  C42 1.089
56 H -1.505 -5.319 -1.279  C45 1.087
57 H -1.836 -2.861 -1.147  C46 1.090
58 H -4.787 -0.616 -1.493  C47 1.094
59 H -6.682 0.410 -2.723  C48 1.088

Results
**Charge**: +1
**Spin multiplicity**: 1
**E**: -62101.4402 eV
**E_LUMO**: -6.0 eV
**HOMO level**: -0.3557 Ha